Below is an isolated molecule of C24H41N5O9P4S at a distorted geometry, with properties calculated with ωB97M-V/def2-TZVPD.

```
84
Properties=species:S:1:pos:R:3:forces:R:3
C 2.565 -4.780 -0.377 -0.6 0.0 0.0
C 1.886 -3.480 0.035 0.1 0.0 -0.1
O 2.328 -2.344 -0.757 0.0 -0.5 0.3
C 2.333 -1.195 -0.013 0.0 0.5 0.4
C 3.538 -0.621 0.390 0.2 0.4 0.0
C 4.865 -1.226 -0.023 -0.5 -0.6 0.2
P 5.043 -1.485 -1.804 -0.6 0.4 0.0
O 4.154 -0.653 -2.613 0.1 0.3 -0.1
O 4.877 -3.048 -2.098 0.4 -0.2 0.1
O 6.601 -1.227 -2.097 -0.1 -0.3 0.1
C 3.525 0.527 1.203 -0.1 0.3 0.1
C 4.782 1.246 1.640 -0.5 -0.1 -0.2
C 5.333 2.268 0.598 0.4 0.2 0.2
N 5.424 1.834 -0.772 -0.1 0.2 0.0
N 6.701 2.578 1.013 -0.3 -0.5 -0.2
N 4.500 3.487 0.586 0.0 -0.5 -0.1
C 2.311 1.063 1.630 0.0 -0.6 -0.5
C 1.125 0.486 1.205 -0.5 0.2 0.0
C 1.118 -0.613 0.369 0.4 -0.4 -0.2
N -0.097 -1.164 -0.109 -0.1 0.6 -0.4
C -1.027 -0.209 -0.581 -0.6 0.5 -0.3
C -1.319 0.931 0.174 0.5 -0.4 0.2
C -2.242 1.884 -0.252 0.2 0.1 0.3
C -2.598 3.094 0.582 -0.5 0.0 -0.7
C -4.095 3.107 0.934 0.4 -0.8 0.2
P -4.642 2.008 2.279 -0.6 1.6 0.6
O -4.725 2.773 3.530 0.1 -0.1 0.2
O -3.685 0.739 2.368 -0.3 0.0 -0.2
C -3.860 -0.064 3.555 0.1 -0.9 0.5
C -2.526 -0.363 4.193 0.1 0.3 -0.3
O -6.122 1.537 1.848 0.7 -0.7 -0.1
C -6.320 0.229 1.287 -0.6 0.0 -0.5
C -5.614 -0.020 -0.031 0.1 -0.2 0.0
C -2.849 1.711 -1.483 0.3 -0.4 -0.1
C -2.563 0.604 -2.278 -0.6 0.2 0.3
P -3.364 0.480 -3.940 1.1 -0.2 -1.0
N -3.595 2.138 -4.251 -0.8 -0.4 0.5
O -4.886 -0.096 -3.571 0.2 0.3 0.4
C -1.679 -0.378 -1.823 0.5 -0.5 0.2
P -1.437 -1.852 -2.906 -0.8 0.0 -0.5
C -1.644 -3.273 -1.737 0.3 0.4 -0.2
O 0.193 -1.928 -3.171 0.2 -0.1 0.5
S -0.452 1.114 1.713 0.0 0.1 0.1
H 1.827 -5.431 -0.842 0.0 -0.1 -0.1
H 3.354 -4.633 -1.098 0.3 0.2 0.1
H 2.919 -5.296 0.510 0.3 -0.1 0.0
H 0.812 -3.606 -0.062 -0.2 0.2 -0.1
H 2.057 -3.243 1.083 0.2 0.0 0.1
H 5.687 -0.588 0.266 0.1 0.2 0.0
H 4.984 -2.152 0.545 0.2 -0.3 -0.3
H 4.512 -3.143 -2.987 -0.2 -0.1 0.0
H 7.049 -2.081 -2.128 0.3 0.1 -0.1
H 5.531 0.527 1.957 0.3 0.1 -0.1
H 4.517 1.833 2.518 0.1 0.0 0.2
H 6.195 1.208 -0.935 0.0 -0.1 0.0
H 4.556 1.476 -1.149 0.0 -0.2 -0.1
H 7.056 3.231 0.325 0.1 0.2 0.2
H 6.647 3.044 1.909 0.2 0.2 0.0
H 3.905 3.446 -0.231 -0.1 0.2 0.0
H 3.911 3.534 1.408 -0.1 0.1 0.0
H 2.291 1.928 2.272 0.0 0.1 0.1
H 0.106 -1.781 -0.886 0.3 -0.2 0.1
H -1.962 3.221 1.449 0.0 -0.1 0.2
H -2.434 3.963 -0.056 0.1 0.1 0.0
H -4.357 4.091 1.306 -0.2 0.1 0.1
H -4.712 2.874 0.070 0.1 0.1 -0.2
H -4.325 -1.004 3.260 -0.1 0.0 -0.2
H -4.524 0.400 4.279 -0.1 0.4 -0.1
H -2.647 -0.886 5.137 -0.2 -0.1 0.1
H -1.920 -0.969 3.527 0.2 -0.1 -0.1
H -2.004 0.574 4.370 0.1 0.0 0.1
H -6.105 -0.555 2.007 0.3 0.1 0.2
H -7.388 0.158 1.097 -0.2 0.1 0.1
H -6.058 0.537 -0.853 0.0 0.2 0.0
H -4.547 0.186 0.000 0.1 0.0 0.1
H -5.725 -1.080 -0.260 0.0 -0.1 -0.1
H -3.548 2.445 -1.856 0.0 0.2 0.2
H -3.773 2.274 -5.235 0.0 0.1 -0.1
H -4.363 2.540 -3.717 0.1 0.3 -0.1
H -4.762 -0.830 -2.958 -0.3 -0.1 0.0
H -1.843 -2.953 -0.718 0.0 -0.1 0.1
H -0.759 -3.905 -1.767 0.1 0.0 0.0
H -2.475 -3.848 -2.128 -0.2 -0.2 0.1
H 0.451 -1.326 -3.875 0.1 0.0 -0.1
```
Forces are in eV/Å.

Calculated values
Kohn-Sham gap	0.300	hartree
SMILES	CCOc1c(CP(=O)(O)O)c(CC(N)(N)N)cc2c1Nc1c(c(CCP(=O)(OCC)OCC)cc(P(N)O)c1P(C)O)S2
maximum force	1.8	eV/Å
total charge	0

Partial atomic charges computed with the Löwdin method, in multiples of e: atom 1 (C): -0.04, atom 2 (C): -0.20, atom 3 (O): -0.08, atom 4 (C): -0.20, atom 5 (C): -0.13, atom 6 (C): -0.14, atom 7 (P): 0.43, atom 8 (O): -0.25, atom 9 (O): -0.13, atom 10 (O): -0.12, atom 11 (C): -0.17, atom 12 (C): -0.09, atom 13 (C): -0.67, atom 14 (N): 0.10, atom 15 (N): 0.07, atom 16 (N): 0.09, atom 17 (C): -0.05, atom 18 (C): -0.42, atom 19 (C): -0.17, atom 20 (N): 0.11, atom 21 (C): -0.23, atom 22 (C): -0.36, atom 23 (C): -0.24, atom 24 (C): -0.17, atom 25 (C): -0.18, atom 26 (P): 0.49, atom 27 (O): -0.26, atom 28 (O): -0.22, atom 29 (C): -0.27, atom 30 (C): -0.08, atom 31 (O): -0.19, atom 32 (C): -0.26, atom 33 (C): -0.08, atom 34 (C): -0.08, atom 35 (C): -0.37, atom 36 (P): 0.78, atom 37 (N): -0.19, atom 38 (O): -0.32, atom 39 (C): -0.31, atom 40 (P): 0.87, atom 41 (C): -0.25, atom 42 (O): -0.31, atom 43 (S): 1.08, atom 44 (H): 0.07, atom 45 (H): 0.05, atom 46 (H): 0.08, atom 47 (H): 0.09, atom 48 (H): 0.13, atom 49 (H): 0.07, atom 50 (H): 0.12, atom 51 (H): 0.10, atom 52 (H): 0.08, atom 53 (H): 0.11, atom 54 (H): 0.11, atom 55 (H): 0.06, atom 56 (H): 0.07, atom 57 (H): 0.08, atom 58 (H): 0.07, atom 59 (H): 0.07, atom 60 (H): 0.06, atom 61 (H): 0.11, atom 62 (H): 0.06, atom 63 (H): 0.08, atom 64 (H): 0.12, atom 65 (H): 0.10, atom 66 (H): 0.08, atom 67 (H): 0.11, atom 68 (H): 0.11, atom 69 (H): 0.08, atom 70 (H): 0.06, atom 71 (H): 0.07, atom 72 (H): 0.10, atom 73 (H): 0.12, atom 74 (H): 0.08, atom 75 (H): 0.05, atom 76 (H): 0.08, atom 77 (H): 0.10, atom 78 (H): 0.02, atom 79 (H): 0.03, atom 80 (H): 0.02, atom 81 (H): 0.04, atom 82 (H): 0.03, atom 83 (H): 0.02, atom 84 (H): 0.06